C2H6N6 | ωB97M-V with the def2-TZVPD basis set

CARTESIAN COORDINATES (ANGSTROEM)
C 2.5891 -0.2636 -0.1357
C -0.6947 0.9026 -0.3447
H 2.3820 -1.2078 -0.8938
H 2.8497 0.6081 -0.8183
H 3.4101 -0.3085 0.5490
H 1.1662 0.8438 1.0192
H -0.3961 -2.2620 -0.3241
H 0.6204 1.9592 -0.4489
N 1.2702 -0.1804 0.6285
N 0.1330 -0.2737 -0.3500
N -0.4366 -1.3280 -0.0473
N -1.7560 -1.0480 0.1440
N -1.9188 0.2206 0.0916
N -0.3487 2.1142 0.0760

The HOMO-LUMO gap is 0.3330 Eh. For the relative energy (zero: lowest compared OMol25 entry of this formula, charge and spin), the calculation gives 484.1 kJ/mol. The calculation puts the HOMO energy at -9.137 eV. The LUMO energy comes out at -0.08 eV. The SMILES is [H]/N=c1/nn[nH]n1NC. The total charge is 0.

Mulliken population analysis, charges in e, atoms 1 to 2: C -0.62; C 0.46


C24H63N5O7 | ωB97M-V with the def2-TZVPD basis set

CARTESIAN COORDINATES (ANGSTROEM)
C -11.3665 -1.4710 17.2218
O -10.5918 -1.2989 18.3830
C -11.1697 -0.4519 19.3502
C -10.3313 -0.6074 20.5919
N -9.0029 -0.0094 20.3503
C -8.1203 -0.1738 21.5048
C -7.4684 -1.5780 21.6608
O -7.6382 -2.3135 20.4750
C -7.1086 -3.6166 20.5644
H -12.2499 -2.0835 17.4393
H -10.7464 -1.9531 16.4693
H -11.7072 -0.5149 16.8040
H -12.1982 -0.7764 19.5731
H -11.1994 0.5913 19.0173
H -10.3004 -1.6698 20.8573
H -10.8345 -0.0664 21.4025
H -8.6148 -0.7054 19.7092
H -8.4895 0.1035 22.4936
H -7.2817 0.5130 21.3403
H -7.9286 -2.1294 22.4959
H -6.4014 -1.4780 21.9027
H -7.3338 -4.1201 19.6238
H -7.5243 -4.1639 21.4120
H -6.0104 -3.5770 20.6022
C 1.0024 1.4184 16.8490
O 0.8208 1.8972 18.1616
C 0.3722 3.2586 18.1665
C 0.1488 3.6476 19.6062
N -0.1815 5.0700 19.6774
C -0.5270 5.4329 21.0880
C -1.0534 6.8511 21.1947
O -0.0915 7.8802 21.1913
C 0.7626 7.8766 22.3048
H 1.4216 0.4172 16.9387
H 1.6450 2.0691 16.2514
H 0.0226 1.2893 16.3649
H -0.5548 3.2892 17.5892
H 1.2002 3.8306 17.7282
H 1.0272 3.3674 20.2031
H -0.7005 3.0625 19.9723
H 0.6995 5.5668 19.5459
H 0.2598 5.1494 21.7917
H -1.4138 4.8159 21.2775
H -1.6359 6.8691 22.1302
H -1.6906 7.0124 20.3281
H 1.4574 8.6997 22.1543
H 1.3342 6.9437 22.3768
H 0.2180 7.9989 23.2494
C -5.2219 0.4530 19.0422
C -3.7827 0.8971 18.7902
C -3.6694 2.0723 17.8289
O -4.5431 2.1902 16.7317
C -4.2184 1.3523 15.6419
N -3.0661 1.2920 19.9867
H -5.1741 -0.4155 19.7066
H -5.7282 0.1847 18.1138
H -5.8279 1.2011 19.5608
H -3.3066 0.0189 18.3360
H -2.6382 2.2802 17.5109
H -3.9531 2.9710 18.3988
H -3.1444 1.5198 15.4455
H -4.7598 1.6361 14.7467
H -4.3265 0.2907 15.8891
H -3.0337 0.5128 20.6313
H -3.4669 2.0934 20.4560
C -3.7668 -3.1068 16.0334
C -3.8366 -4.4998 16.6352
C -4.0365 -4.4236 18.1322
O -2.8754 -3.8490 18.7143
C -2.7779 -4.0908 20.0995
N -4.9238 -5.3234 16.0793
H -2.9747 -2.5532 16.5495
H -4.7028 -2.5503 16.0216
H -3.3845 -3.1488 15.0066
H -2.9028 -5.0370 16.4563
H -4.2480 -5.3996 18.5787
H -4.8904 -3.7520 18.3399
H -3.5270 -3.5104 20.6463
H -1.7769 -3.7732 20.3933
H -2.8381 -5.1612 20.3235
H -5.8151 -4.8874 16.3030
H -4.8629 -5.2976 15.0665
C -8.3647 -3.3890 13.7728
C -7.8358 -2.0682 13.2222
C -7.4561 -1.0490 14.2846
O -8.6384 -0.7950 15.0102
C -8.5290 0.2511 15.9401
N -6.7401 -2.2315 12.2544
H -7.6281 -3.8790 14.4104
H -8.6930 -4.0150 12.9429
H -9.2681 -3.1932 14.3557
H -8.6396 -1.5962 12.6477
H -7.1045 -0.1602 13.7487
H -6.6820 -1.4340 14.9651
H -7.9297 1.0970 15.5751
H -8.0776 -0.0414 16.8955
H -9.5328 0.6282 16.1309
H -5.9549 -2.6745 12.7250
H -6.9900 -2.8617 11.5022

The HOMO-LUMO gap is 0.3581 Eh. For the relative energy (zero: lowest compared OMol25 entry of this formula, charge and spin), the calculation gives 0.0 kJ/mol. The calculation puts the HOMO energy at -9.090 eV. The LUMO energy comes out at 0.66 eV. The SMILES is COC[C@H](C)N.COC[C@H](C)N.COC[C@H](C)N.COCCNCCOC.COCCNCCOC. The total charge is 0.

Mulliken population analysis, charges in e, atoms 1 to 2: C -0.72; O -0.15


C3HCrO3 | ωB97M-V with the def2-TZVPD basis set

CARTESIAN COORDINATES (ANGSTROEM)
O -1.3087 -0.7588 -0.2676
Cr -1.5152 0.8397 -1.0045
O -0.0245 2.1070 -0.9957
C 1.0745 2.3983 -0.7035
O 2.1350 2.5153 -0.2738
C -0.0232 -2.3367 1.1068
H 0.4947 -3.0834 1.6774
C -0.8327 -1.6814 0.4610

The HOMO-LUMO gap (spin up / spin down) is 0.2406 / 0.2844 Eh. As for the expectation value of S²: 6.15. As for the multiplicity: 5. For the relative energy (zero: lowest compared OMol25 entry of this formula, charge and spin), the calculation gives 0.0 kJ/mol. The calculation puts the HOMO energy (spin up / spin down) at -12.924 / -13.266 eV. The LUMO energy (spin up / spin down) comes out at -6.38 / -5.53 eV. The total charge is +1.

Mulliken population analysis, charges in e, atoms 1 to 2: O -0.83; Cr 1.68


CN6 | ωB97M-V with the def2-TZVPD basis set

CARTESIAN COORDINATES (ANGSTROEM)
C -0.5779 0.2981 -0.0935
N -2.8475 -0.3573 0.0493
N 1.2218 -1.3968 -0.0313
N 0.3992 1.0938 -0.0488
N 1.8739 -0.4721 0.0228
N 1.6734 0.8246 0.0808
N -1.7429 0.0098 0.0207

The HOMO-LUMO gap (spin up / spin down) is 0.2617 / 0.2783 Eh. For the relative energy (zero: lowest compared OMol25 entry of this formula, charge and spin), the calculation gives 422.3 kJ/mol. The calculation puts the HOMO energy (spin up / spin down) at -8.944 / -9.367 eV. The LUMO energy (spin up / spin down) comes out at -1.82 / -1.80 eV. The total charge is 0.

Mulliken population analysis, charges in e, atoms 1 to 2: C 0.29; N -0.69


C26H30AsFKN5O | ωB97M-V with the def2-TZVPD basis set

CARTESIAN COORDINATES (ANGSTROEM)
K 9.7049 8.0180 14.3065
C 8.0904 4.9726 12.8288
N 7.9918 5.7693 14.0672
C 6.7268 5.7099 14.7236
C 6.5996 6.8674 15.7133
N 7.6738 7.5230 16.0992
C 7.1871 8.4633 17.0516
C 7.7575 9.5544 17.6771
C 6.9866 10.2779 18.6458
C 5.6044 10.0452 18.7981
C 4.9603 8.9802 18.1089
C 5.7531 8.2958 17.1549
N 5.3963 7.3465 16.2493
C 8.8507 5.6290 11.6823
N 9.7787 6.5923 11.6876
C 9.9956 6.9622 10.3376
C 11.0212 7.7783 9.8521
C 11.2585 7.6419 8.4984
C 10.4519 6.7895 7.7498
C 9.2304 6.1386 8.1560
C 9.0925 6.1919 9.4960
N 8.3499 5.4159 10.4323
H 7.0852 4.6537 12.5110
H 8.6321 4.0661 13.0965
H 8.8150 5.6672 14.7341
H 6.6246 4.7620 15.3893
H 5.8599 5.8580 13.9999
H 8.7620 9.8725 17.4207
H 7.3535 11.1847 19.2099
H 5.1042 10.5878 19.5376
H 3.9730 8.5738 18.2967
H 4.4632 6.8915 16.1727
H 11.7117 8.2812 10.5552
H 12.0742 8.1507 7.9909
H 10.6506 6.6940 6.6393
H 8.6428 5.5971 7.4262
H 7.6436 4.6984 10.1242
F 3.9985 8.8108 8.6724
C 4.9331 9.0416 9.5836
C 6.2761 8.9219 9.1626
C 7.2107 9.3467 10.0879
C 6.9016 9.5389 11.4854
C 7.9105 9.8092 12.4041
C 5.5249 9.4888 11.8672
C 4.5362 9.3356 10.8975
H 6.4240 8.4018 8.1749
H 8.2545 9.4991 9.8191
H 7.6189 9.5356 13.3660
H 8.7604 10.4314 12.2849
H 5.1955 9.6187 12.8550
H 3.5152 9.1387 11.2775
C 13.0715 7.3817 18.0365
As 12.0316 6.0851 16.8843
C 13.2143 4.6788 16.2233
C 10.6832 5.2005 18.0927
O 11.3483 6.7530 15.4779
H 12.9518 7.2032 19.0987
H 12.4435 8.2762 17.8034
H 14.1085 7.3634 17.7586
H 13.3946 3.9455 16.9955
H 14.1473 5.0894 15.9526
H 12.7279 4.3498 15.3395
H 10.0597 4.4322 17.5907
H 10.0694 5.9761 18.5691
H 11.3047 4.8532 18.8978

The HOMO-LUMO gap is 0.1189 Eh. The calculation puts the HOMO energy at -3.551 eV. The LUMO energy comes out at -0.32 eV. The total charge is 0.

Mulliken population analysis, charges in e, atoms 1 to 2: K 1.00; C -1.08


C4H6N2S | ωB97M-V with the def2-TZVPD basis set

CARTESIAN COORDINATES (ANGSTROEM)
C -0.6552 -0.7279 -0.4034
C 0.4910 0.9145 0.8656
C 0.8920 -0.9685 -0.7114
C -0.9301 0.4729 0.6888
N -1.6310 -1.1570 -1.0211
N 1.4229 0.4219 -0.1852
S -2.3359 1.0564 1.2107
H 0.5704 2.0771 1.0695
H 0.8754 0.4781 1.7931
H 1.3780 -1.7385 -0.0268
H 1.1399 -1.2377 -1.6928
H 1.4170 1.2336 -0.7983
H -2.6343 -0.8250 -0.7887

The HOMO-LUMO gap is 0.2937 Eh. For the relative energy (zero: lowest compared OMol25 entry of this formula, charge and spin), the calculation gives 268.9 kJ/mol. The calculation puts the HOMO energy at -8.709 eV. The LUMO energy comes out at -0.72 eV. The SMILES is [H]/N=C1/CNCC1=S. The total charge is 0.

Mulliken population analysis, charges in e, atoms 1 to 2: C 0.56; C -0.55